Run P
The following is a quantum chemistry calculation of a 3-piece molecular cluster, CH8NO2 overall, from OMol25.

Geometry as ORCA input:
```
! RIJCOSX wB97M-V def2-TZVPD def2/J DEFGRID3
* xyz 1 1
C -0.613 -0.966 0.629
N -1.105 0.080 0.078
H -0.010 -0.908 1.539
H -0.668 -1.879 0.050
H -0.997 0.294 -0.946
H -1.330 0.880 0.669
H -0.687 1.491 -2.983
H -0.097 0.088 -3.119
O -0.567 0.666 -2.498
H 2.260 -0.642 2.416
H 2.141 0.865 2.109
O 1.673 0.030 2.055
*
```

Output
Lowest unoccupied orbital energy in eV: -5.085
Gap between HOMO and LUMO in eV: 10.765

Run Q
The following is a quantum chemistry calculation of a 3-piece molecular cluster, CH8NO2 overall, from OMol25.

Geometry as ORCA input:
```
! RIJCOSX wB97M-V def2-TZVPD def2/J DEFGRID3
* xyz 1 1
C -0.925 1.150 -0.121
N -0.117 0.162 -0.038
H -1.024 1.752 -1.044
H -1.259 1.649 0.791
H 0.635 0.192 0.673
H -0.136 -0.565 -0.790
H 2.484 1.003 1.936
H 2.198 -0.225 2.746
O 1.834 0.295 2.017
H -1.951 -1.481 -2.201
H -0.679 -2.380 -2.125
O -1.060 -1.551 -1.843
*
```

Output
Lowest unoccupied orbital energy in eV: -5.546
Gap between HOMO and LUMO in eV: 10.726

It is run Q that is the least stable of them.

Run P
The following is a quantum chemistry calculation of an isolated ion of composition C4H12N3 and charge +2, from OMol25.

Geometry as ORCA input:
```
! RIJCOSX wB97M-V def2-TZVPD def2/J DEFGRID3
* xyz 2 2
C -2.295 -0.300 0.626
C -1.702 0.611 -0.434
C -0.482 -0.160 -1.118
N 0.440 -0.663 -0.194
C 1.668 -0.069 0.187
N 1.960 1.109 -0.261
N 2.309 -0.731 1.158
H -2.395 -1.332 0.268
H -3.292 0.013 0.938
H -1.656 -0.345 1.520
H -2.431 0.802 -1.207
H -1.274 1.517 0.004
H -0.771 -0.959 -1.800
H 0.022 0.496 -1.844
H 0.458 -1.669 -0.020
H 1.378 1.538 -0.971
H 2.816 1.639 -0.081
H 3.324 -0.623 1.143
H 1.923 -0.875 2.085
*
```

Output
Lowest unoccupied orbital energy (alpha / beta) in eV: -8.914 / -13.929
Gap between HOMO and LUMO (alpha / beta) in eV: 11.662 / 6.642

Run Q
The following is a quantum chemistry calculation of an isolated ion of composition C4H12N3 and charge +2, from OMol25.

Geometry as ORCA input:
```
! RIJCOSX wB97M-V def2-TZVPD def2/J DEFGRID3
* xyz 2 2
C -1.745 -0.404 0.870
C -0.864 -1.445 0.121
C 0.569 -0.944 -0.147
N 2.906 1.047 -0.114
C 1.663 1.275 -0.509
N 0.694 0.402 -0.598
N -2.024 0.697 -0.124
H -2.640 -0.857 1.278
H -1.014 0.051 1.569
H -1.378 -1.727 -0.812
H -0.793 -2.367 0.677
H 0.901 -1.556 -1.043
H 1.182 -1.155 0.720
H 3.599 1.790 0.015
H 3.275 0.126 0.128
H 1.561 2.321 -0.855
H -0.956 0.907 -0.542
H -2.545 0.266 -0.894
H -2.390 1.573 0.260
*
```

Output
Lowest unoccupied orbital energy (alpha / beta) in eV: -7.933 / -12.599
Gap between HOMO and LUMO (alpha / beta) in eV: 11.976 / 7.153

It is run P that is the least stable of them.

Run P
The following is a quantum chemistry calculation of a 5-piece molecular cluster, C2H14O5 overall, from OMol25.

Geometry as ORCA input:
```
! RIJCOSX wB97M-V def2-TZVPD def2/J DEFGRID3
* xyz 0 1
C -0.219 0.252 -2.041
O -1.078 0.267 -0.843
C 0.062 1.589 -2.733
H 0.779 -0.186 -1.780
H -0.688 -0.441 -2.703
H -0.428 0.787 -0.271
H 1.143 1.780 -2.638
H -0.267 1.706 -3.783
H -0.507 2.263 -2.133
H -2.513 -0.709 1.711
H -1.817 -0.726 0.303
O -1.956 -1.303 1.176
H 1.665 -0.984 1.421
H 2.409 -0.636 0.194
O 2.152 -0.263 1.051
H -0.147 -1.941 1.434
H 0.345 -2.549 2.597
O 0.680 -2.329 1.690
H 0.109 2.527 1.643
H 0.930 1.326 1.182
O 0.192 1.971 0.859
*
```

Output
Lowest unoccupied orbital energy in eV: 0.573
Gap between HOMO and LUMO in eV: 11.150

Run Q
The following is a quantum chemistry calculation of a 5-piece molecular cluster, C2H14O5 overall, from OMol25.

Geometry as ORCA input:
```
! RIJCOSX wB97M-V def2-TZVPD def2/J DEFGRID3
* xyz 0 1
O -0.041 -0.804 2.108
H -0.862 -0.598 1.599
H -0.290 -0.626 3.012
O -2.251 0.149 0.182
H -1.870 -0.428 -0.508
H -1.497 0.777 0.280
O 1.823 0.509 0.879
H 1.410 -0.099 1.498
H 2.769 0.553 1.174
C -0.032 -2.456 -0.916
O 0.455 -1.140 -1.230
H -0.709 -2.479 -0.045
H -0.536 -2.827 -1.818
H 0.861 -3.097 -0.714
H 0.785 -0.700 -0.454
C -0.164 2.331 -1.159
O -0.237 1.973 0.245
H 0.450 3.221 -1.322
H 0.411 1.589 -1.752
H -1.176 2.453 -1.572
H 0.699 1.699 0.513
*
```

Output
Lowest unoccupied orbital energy in eV: 0.328
Gap between HOMO and LUMO in eV: 10.574

It is run Q that is the least stable of them.

Run P
The following is a quantum chemistry calculation of a 2-piece molecular cluster, CH2FO4S overall, from OMol25.

Geometry as ORCA input:
```
! RIJCOSX wB97M-V def2-TZVPD def2/J DEFGRID3
* xyz -1 1
C -0.086 -0.843 -0.657
O 0.171 1.866 -1.089
O 1.713 0.634 0.306
O -0.615 1.105 1.082
O -0.914 -1.212 -1.453
F -0.767 -1.275 1.118
S 0.348 0.802 -0.121
H 0.932 -1.288 -0.455
H -0.783 0.211 1.268
*
```

Output
Lowest unoccupied orbital energy in eV: 4.008
Gap between HOMO and LUMO in eV: 9.783

Run Q
The following is a quantum chemistry calculation of a 2-piece molecular cluster, CH2FO4S overall, from OMol25.

Geometry as ORCA input:
```
! RIJCOSX wB97M-V def2-TZVPD def2/J DEFGRID3
* xyz -1 1
C 0.176 -1.114 -0.132
O 1.501 0.041 0.919
O -0.683 -1.332 0.663
O 3.743 0.843 0.601
O 2.251 0.759 -1.289
F 3.193 -1.299 -0.333
S 2.587 0.230 0.012
H 0.934 -1.937 -0.054
H 0.382 -0.415 -0.936
*
```

Output
Lowest unoccupied orbital energy in eV: 4.216
Gap between HOMO and LUMO in eV: 9.333

Run R
The following is a quantum chemistry calculation of a 3-piece molecular cluster, CH2FO4S overall, from OMol25.

Geometry as ORCA input:
```
! RIJCOSX wB97M-V def2-TZVPD def2/J DEFGRID3
* xyz -1 1
C 1.910 0.419 -0.079
O -1.254 -1.292 -1.314
O 2.134 0.882 -1.213
O -1.978 0.932 -0.893
O -0.482 -0.138 0.808
F -2.643 -1.004 2.101
S -1.374 -0.258 -0.333
H 1.775 -0.540 0.151
H 1.912 0.999 0.772
*
```

Output
Lowest unoccupied orbital energy in eV: 2.473
Gap between HOMO and LUMO in eV: 7.435

It is run R that is the least stable of them.